Entry 1:
This record from OMol25 describes one molecule with the formula C2H2I4. The level of theory is the ωB97M-V functional and the def2-TZVPD basis.

Bonds (Å) are listed after each position.
Positions of all 8 atoms, in Å:
1 C -0.3694 0.3078 -0.1409  C2 1.280, I3 2.232, H7 1.068
2 C 0.3468 0.8375 0.7782  C1 1.280, I6 2.143, H8 1.130
3 I 0.1264 -1.6119 -1.1668  C1 2.232, I4 2.982, I5 2.854
4 I 1.9443 -2.6591 0.9523  I3 2.982
5 I -1.9197 -0.7387 -2.9552  I3 2.854
6 I -0.1271 2.7064 1.7133  C2 2.143
7 H -1.3293 0.7319 -0.3389  C1 1.068
8 H 1.3278 0.4261 1.1580  C2 1.130

Total charge   0
⟨S²⟩   2.007
Calculated total energy   -1268.05666 hartree
2S+1   3
Max |F|   3.96 eV/A

---

Entry 2:
This record from OMol25 describes one molecule with the formula C2H2IN3O. The level of theory is the ωB97M-V functional and the def2-TZVPD basis.

Bonds (Å) are listed after each position.
Positions of all 9 atoms, in Å:
1 C -0.4497 -0.8501 1.1926  C2 1.416, N3 1.152
2 C 0.7208 -0.1144 0.8850  C1 1.416, N4 1.398, O6 1.210
3 N -1.3963 -1.4565 1.4468  C1 1.152
4 N 0.7097 0.3813 -0.4226  C2 1.398, N5 1.358, H9 1.007
5 N -0.1669 0.0740 -1.4127  N4 1.358, I7 2.111, H8 1.012
6 O 1.5910 0.0196 1.7148  C2 1.210
7 I -1.6785 1.5352 -1.6025  N5 2.111
8 H -0.4469 -0.8701 -1.1791  N5 1.012
9 H 1.1167 1.2810 -0.6224  N4 1.007

Total charge   0
⟨S²⟩   2.012
Calculated total energy   -614.44976 hartree
2S+1   3
Max |F|   4.41 eV/A